(1)
{"formula": "C13H52O13", "method": "ωB97M-V with the def2-TZVPD basis set", "symbols": ["C", "O", "H", "H", "H", "H", "C", "O", "H", "H", "H", "H", "C", "O", "H", "H", "H", "H", "C", "O", "H", "H", "H", "H", "C", "O", "H", "H", "H", "H", "C", "O", "H", "H", "H", "H", "C", "O", "H", "H", "H", "H", "C", "O", "H", "H", "H", "H", "C", "O", "H", "H", "H", "H", "C", "O", "H", "H", "H", "H", "C", "O", "H", "H", "H", "H", "C", "O", "H", "H", "H", "H", "C", "O", "H", "H", "H", "H"], "coordinates": [[2.157974, -0.629915, 3.847218], [2.154906, -1.771722, 4.697326], [2.268266, -0.978386, 2.811719], [1.175356, -0.171052, 3.921698], [2.960617, 0.091159, 4.019885], [3.047498, -2.131639, 4.676982], [0.106561, -0.360154, -0.165001], [-0.252122, -0.948628, 1.076358], [0.012325, -1.069522, -0.991883], [-0.486450, 0.541420, -0.320977], [1.150935, -0.031134, -0.178862], [0.470480, -1.584492, 1.228181], [1.866636, 3.779179, -0.153089], [2.974818, 4.176919, 0.647935], [0.981206, 4.394800, 0.014795], [2.099146, 3.819961, -1.213066], [1.619127, 2.747269, 0.113850], [2.646282, 4.325741, 1.538070], [-2.019998, 3.974675, -1.699904], [-0.690815, 3.459138, -1.817003], [-2.709620, 3.318361, -2.233853], [-2.214324, 4.061084, -0.627578], [-2.076561, 4.954693, -2.172276], [-0.718935, 2.498444, -1.809354], [-2.309202, -0.582686, -2.319355], [-1.502088, 0.518464, -2.717628], [-3.365847, -0.370807, -2.485168], [-2.029250, -1.541527, -2.763636], [-2.188842, -0.727470, -1.246385], [-1.695921, 0.779244, -3.622045], [3.833966, 0.990774, -1.506414], [4.025226, -0.307984, -2.022089], [4.241768, 1.053134, -0.484517], [4.292705, 1.760105, -2.130457], [2.784433, 1.204428, -1.268272], [3.133332, -0.637489, -2.212617], [-2.861615, -3.301178, 0.945133], [-2.753550, -1.976658, 0.391745], [-1.850132, -3.598918, 1.244750], [-3.490261, -3.348345, 1.828698], [-3.098326, -3.942219, 0.097969], [-1.864705, -1.630648, 0.581932], [3.111106, -2.102163, 0.400732], [1.840863, -2.737154, 0.360162], [3.000515, -1.015093, 0.431670], [3.497416, -2.369849, 1.388394], [3.768983, -2.445817, -0.391211], [1.637448, -3.128411, -0.505931], [-3.338737, 1.288196, 0.289926], [-4.439155, 0.400382, 0.163263], [-2.415306, 0.708246, 0.224687], [-3.486310, 2.021910, -0.502363], [-3.298041, 1.854887, 1.227118], [-4.089780, -0.497481, 0.157667], [-0.440305, 2.667471, 2.529315], [-1.397529, 2.770104, 3.595430], [-0.472465, 1.764879, 1.918282], [-0.458496, 3.587337, 1.940759], [0.511623, 2.691844, 3.072164], [-2.132940, 3.328631, 3.330366], [0.234888, -3.863965, -2.665753], [1.493873, -4.139452, -2.033582], [-0.597595, -4.325294, -2.123070], [0.045060, -2.793283, -2.715105], [0.251663, -4.293803, -3.670109], [1.765562, -4.983410, -2.399960], [-1.919202, -0.733713, 4.127055], [-2.239964, 0.332290, 5.003633], [-2.572857, -0.697035, 3.246359], [-0.881611, -0.769782, 3.794212], [-2.157855, -1.679656, 4.615208], [-1.977913, 1.126399, 4.512286], [1.396500, -0.481430, -4.463240], [1.311522, -0.669210, -3.064926], [0.791145, -1.238600, -4.980007], [0.944904, 0.463665, -4.787879], [2.426310, -0.516529, -4.805155], [0.461685, -0.331530, -2.743210]], "forces_ev_per_angstrom": [[-0.23, -0.64, -0.79], [0.37, 0.39, 0.15], [-0.04, 0.23, -0.03], [0.13, 0.20, 0.17], [-0.10, -0.02, 0.41], [-0.12, -0.12, 0.10], [0.63, 0.41, -0.08], [0.30, 0.08, -0.25], [-0.26, 0.08, 0.11], [-0.17, -0.23, -0.10], [0.00, -0.06, 0.18], [-0.21, -0.30, 0.08], [-0.22, -0.31, 0.57], [0.05, 0.25, -0.33], [0.07, 0.07, -0.04], [0.30, 0.11, 0.07], [-0.26, -0.10, -0.23], [0.06, 0.01, 0.01], [0.70, -0.41, 0.03], [0.17, 0.34, -0.34], [-0.26, 0.05, 0.34], [-0.64, 0.06, -0.18], [0.23, 0.02, 0.08], [-0.25, -0.13, -0.04], [-0.52, -0.14, 0.54], [0.61, 0.03, 0.00], [-0.01, -0.10, -0.12], [0.08, 0.17, -0.39], [-0.02, 0.23, -0.44], [-0.14, -0.10, -0.04], [-0.09, 0.09, 1.38], [-0.44, -0.04, -0.22], [0.55, 0.03, -0.33], [-0.19, -0.03, 0.00], [-0.08, 0.11, -0.80], [0.22, -0.08, -0.21], [1.64, 0.59, -0.69], [-0.44, -0.10, 0.21], [-0.13, -0.14, 0.21], [-0.43, -0.03, -0.26], [-0.68, -0.33, 0.42], [-0.02, -0.11, 0.48], [-0.34, -0.36, 0.93], [-0.65, 0.09, -0.01], [0.12, 0.01, -0.48], [0.46, -0.06, -0.21], [0.08, 0.21, -0.03], [0.47, 0.02, 0.12], [-0.47, -0.20, -0.23], [-0.14, 0.19, 0.32], [0.09, 0.50, -0.20], [0.64, 0.00, -0.10], [-0.33, -0.31, 0.22], [0.07, -0.22, 0.27], [0.66, 0.99, 1.08], [-0.19, -0.44, -0.39], [-0.48, -0.02, 0.08], [-0.09, -0.27, -0.34], [0.11, -0.25, -0.37], [-0.02, -0.11, -0.10], [-0.21, -0.44, -0.07], [-0.57, 0.27, -0.35], [0.12, -0.02, 0.08], [0.38, -0.02, -0.01], [-0.16, 0.28, -0.07], [0.34, -0.06, 0.31], [-0.86, -0.41, -0.16], [0.51, -0.02, -0.35], [0.18, 0.02, -0.18], [0.08, 0.16, 0.11], [0.15, 0.08, 0.21], [-0.12, 0.19, 0.36], [-1.07, 0.07, -0.54], [0.24, 0.07, 0.34], [0.35, -0.20, -0.03], [0.31, 0.17, 0.23], [0.07, -0.09, 0.22], [0.07, 0.15, -0.28]], "max_force_ev_per_a": 1.87, "e_above_lowest_kj_mol": 174.8}

***

(2)
{"formula": "C26H46Br14N2O5", "method": "ωB97M-V with the def2-TZVPD basis set", "symbols": ["N", "C", "C", "C", "C", "C", "C", "O", "O", "C", "C", "N", "C", "O", "C", "O", "C", "C", "O", "H", "H", "H", "H", "H", "H", "H", "H", "H", "H", "H", "H", "H", "H", "H", "H", "H", "H", "Br", "C", "C", "Br", "H", "H", "H", "H", "Br", "C", "C", "Br", "H", "H", "H", "H", "Br", "C", "C", "Br", "H", "H", "H", "H", "Br", "C", "C", "Br", "H", "H", "H", "H", "Br", "C", "C", "Br", "H", "H", "H", "H", "Br", "C", "C", "Br", "H", "H", "H", "H", "Br", "C", "C", "Br", "H", "H", "H", "H"], "coordinates": [[-1.265867, 4.229528, -3.921227], [-1.513007, 3.115853, -4.020472], [-1.844037, 1.687982, -4.155361], [-2.446674, 1.189552, -2.818006], [-2.671636, -0.319928, -2.677188], [-3.316640, -0.998705, -3.903528], [-4.133516, -2.186620, -3.459666], [-3.661121, -3.168600, -2.990983], [-5.494215, -2.057876, -3.662703], [-0.652048, 0.846328, -4.699900], [0.079562, 1.606704, -5.730766], [0.647201, 2.203668, -6.525740], [0.340462, 0.385245, -3.620942], [0.581964, -0.997066, -3.824979], [1.566954, -1.469854, -2.951056], [1.038336, -1.511617, -1.657111], [1.739119, -0.815439, -0.630865], [0.688325, -0.058318, 0.186372], [0.961342, -0.057398, 1.578898], [-2.634032, 1.638722, -4.913922], [-1.797807, 1.536412, -2.007095], [-3.390818, 1.725120, -2.677174], [-3.346791, -0.442321, -1.821726], [-1.755717, -0.845000, -2.394544], [-3.923488, -0.302145, -4.483949], [-2.534379, -1.411649, -4.548953], [-5.944124, -1.966097, -2.813859], [-1.049355, -0.023755, -5.227457], [1.284421, 0.940190, -3.678451], [-0.080454, 0.531549, -2.622713], [2.443101, -0.803472, -2.981111], [1.848902, -2.465901, -3.298549], [2.437877, -0.105228, -1.088064], [2.287290, -1.517150, 0.006215], [-0.283472, -0.510663, -0.039896], [0.652047, 0.978891, -0.161402], [0.157028, -0.341583, 2.024768], [-3.661578, -0.484414, 6.078307], [-2.659998, -1.906518, 5.209982], [-1.611542, -1.363321, 4.278030], [-2.390973, -0.662186, 2.636477], [-3.387951, -2.529420, 4.700385], [-2.195647, -2.474678, 6.012728], [-0.932329, -2.156069, 3.970690], [-1.045883, -0.548830, 4.720686], [5.239330, -3.796933, 0.738878], [5.296229, -3.552779, 2.669014], [3.905339, -3.657629, 3.238126], [2.890754, -2.061424, 2.788357], [5.738334, -2.577665, 2.849106], [5.954333, -4.327928, 3.054524], [3.923146, -3.729634, 4.323397], [3.364886, -4.502521, 2.822863], [8.788162, -2.630751, -1.023991], [7.723447, -1.183129, -0.287814], [8.485388, -0.372477, 0.725179], [8.672953, -1.315127, 2.417670], [6.833758, -1.639955, 0.132940], [7.439654, -0.559856, -1.132698], [7.946169, 0.543054, 0.957949], [9.490583, -0.132804, 0.393232], [-1.796795, 3.481645, 3.238864], [-0.496989, 4.498096, 2.212811], [-0.939874, 4.709811, 0.788352], [-0.785232, 3.068324, -0.236873], [0.437218, 3.949004, 2.277452], [-0.394869, 5.456144, 2.718186], [-0.299540, 5.436710, 0.293438], [-1.976995, 5.021607, 0.714018], [7.289184, -2.632127, -4.878343], [6.305041, -0.990934, -5.202955], [6.138355, -0.179600, -3.945312], [4.819815, -0.950295, -2.737039], [5.351442, -1.278276, -5.634543], [6.883266, -0.431123, -5.934467], [5.777218, 0.818904, -4.180448], [7.067647, -0.112435, -3.386984], [-5.027830, -3.344427, 10.182788], [-5.937987, -2.618098, 8.626819], [-6.438113, -3.701074, 7.708240], [-4.992329, -4.519090, 6.698261], [-5.231809, -1.958954, 8.131726], [-6.773231, -2.038820, 9.013840], [-7.116045, -3.282405, 6.967976], [-6.931861, -4.504771, 8.244916], [-4.671084, 5.443823, 1.856785], [-5.417355, 6.281395, 0.267914], [-5.783482, 5.262673, -0.780429], [-4.206847, 4.550893, -1.670484], [-4.672774, 6.983729, -0.093929], [-6.299725, 6.824080, 0.599258], [-6.383501, 5.723000, -1.562139], [-6.316219, 4.416226, -0.358618]], "forces_ev_per_angstrom": [[0.05, 0.31, 0.10], [-0.01, -0.46, -0.07], [-0.38, -0.19, -0.09], [0.26, 0.08, -0.04], [-0.29, 0.05, 0.18], [0.27, -0.14, -0.25], [-0.26, 0.33, -0.30], [0.24, -0.46, 0.43], [0.04, 0.62, 0.05], [0.36, 0.56, -0.09], [-0.38, -0.25, 0.21], [0.20, 0.14, -0.24], [-0.08, -0.36, 0.10], [0.06, 0.19, -0.37], [-0.03, 0.24, 0.12], [0.11, -0.22, 0.04], [-0.20, 0.09, 0.11], [0.04, 0.16, -0.26], [0.02, -0.05, -0.10], [0.14, 0.05, -0.01], [-0.24, -0.19, -0.13], [0.06, -0.06, -0.07], [0.10, 0.03, -0.02], [-0.05, 0.00, -0.18], [-0.07, -0.08, 0.10], [-0.07, 0.15, 0.01], [-0.06, -0.41, -0.02], [0.01, -0.09, 0.36], [-0.08, 0.03, -0.03], [0.07, 0.10, -0.07], [-0.49, -0.20, -0.03], [-0.14, 0.00, 0.04], [0.09, -0.12, 0.12], [-0.03, 0.07, -0.08], [0.06, -0.06, 0.15], [0.03, -0.19, 0.07], [-0.03, 0.09, 0.05], [-0.03, 0.01, -0.04], [-0.03, 0.01, 0.09], [0.03, -0.02, -0.07], [0.04, 0.03, 0.01], [0.02, -0.02, 0.00], [0.01, 0.01, 0.00], [-0.02, -0.01, 0.00], [0.00, -0.01, 0.02], [0.09, -0.02, -0.03], [-0.01, -0.08, -0.08], [0.00, 0.16, 0.03], [-0.13, -0.14, 0.10], [0.04, -0.01, 0.01], [-0.05, -0.04, -0.01], [0.06, 0.04, 0.00], [-0.01, -0.02, 0.04], [-0.03, 0.03, 0.06], [0.07, -0.03, -0.08], [-0.03, 0.00, 0.07], [0.02, -0.01, -0.02], [-0.02, 0.03, -0.02], [0.02, 0.03, 0.02], [-0.02, -0.01, 0.00], [0.00, 0.01, -0.01], [0.05, -0.08, 0.03], [-0.07, 0.07, 0.06], [0.04, -0.02, -0.02], [-0.06, 0.28, 0.12], [0.02, 0.02, -0.03], [-0.03, 0.00, 0.00], [0.02, -0.03, 0.00], [-0.01, 0.00, 0.02], [-0.06, 0.01, -0.01], [0.04, -0.11, -0.01], [0.01, 0.02, 0.04], [0.67, 0.01, -0.01], [-0.01, 0.04, -0.01], [0.00, 0.02, 0.02], [-0.03, -0.01, -0.01], [0.02, 0.02, -0.03], [0.02, 0.01, -0.04], [0.01, -0.01, 0.10], [0.02, 0.04, -0.07], [0.01, -0.05, 0.01], [-0.03, 0.01, -0.02], [-0.01, -0.02, -0.01], [0.02, 0.02, 0.00], [-0.01, 0.01, 0.01], [0.03, 0.05, -0.09], [-0.02, -0.02, 0.10], [0.05, -0.02, -0.08], [0.01, 0.01, 0.05], [-0.02, 0.02, -0.01], [-0.02, -0.03, -0.02], [0.01, 0.02, 0.01], [-0.02, 0.02, 0.01]], "max_force_ev_per_a": 0.67, "e_above_lowest_kj_mol": 0.0}

***

(3)
{"formula": "C2H9NO", "method": "ωB97M-V with the def2-TZVPD basis set", "symbols": ["C", "N", "H", "H", "H", "H", "H", "C", "O", "H", "H", "H", "H"], "coordinates": [[1.332762, -0.920834, 0.605092], [0.376807, -0.115077, 1.275674], [2.200456, -0.467022, -0.125318], [2.089482, -1.407221, 1.347952], [0.880721, -1.741946, -0.056764], [-0.015805, -0.597473, 2.140107], [0.793547, 0.742716, 1.699481], [-1.242197, 0.881560, -1.458087], [-1.709959, 0.991742, -0.189914], [-1.732532, 1.614861, -2.132788], [-0.105721, 0.928373, -1.665165], [-1.677083, -0.205689, -1.909966], [-1.190479, 0.296011, 0.469695]], "forces_ev_per_angstrom": [[4.44, -2.48, -1.45], [-1.06, 1.15, 2.39], [-2.79, -0.01, 1.62], [-1.44, 0.24, -1.06], [0.38, 1.19, 1.22], [0.80, 0.41, -1.66], [-0.36, -0.82, -0.84], [-0.35, -3.02, -3.16], [1.11, -1.42, 3.38], [0.35, -0.13, 0.61], [-1.51, -0.09, 0.69], [1.49, 2.44, 0.66], [-1.05, 2.55, -2.42]], "max_force_ev_per_a": 5.28, "e_above_lowest_kj_mol": 192.3}